This record from the Open Molecules 2025 dataset describes a 2-piece molecular cluster, C3H3NO4 overall at a distorted geometry. The level of theory is the ωB97M-V functional and the def2-TZVPD basis.

- Largest force on an atom: 3.4 eV/Å
- Charge: -2
- Gap between HOMO and LUMO: 4.702 eV
- ΔE to the lowest compared entry with this formula, charge and spin: 116.9 kcal/mol
- HOMO level: 1.8 eV
- DFT total energy: -471.60647 Eh

Positions of all 11 atoms, in Å:
C 0.2783 0.1800 -0.2979
C 0.8195 -0.2493 2.1978
C -1.1804 -0.2307 -0.3839
N 0.8845 0.5810 -1.3697
O 0.6190 0.7120 2.8545
O 0.3813 0.5207 -2.6034
O 1.0461 -1.4524 2.1372
O 2.1401 0.9419 -1.2078
H -1.5636 -0.5432 0.5151
H -1.4653 -0.9857 -1.1879
H -1.9594 0.5257 -0.6539